[1]
ORCA calculation (the ωB97M-V functional and the def2-TZVPD basis) on one molecule with the formula C3H11N3.

Results
HOMO-LUMO gap = 9.78 eV
E_LUMO = 0.954 eV
ΔE to the lowest compared entry with this formula, charge and spin = 30.99 kcal per mole
Molecular weight = 89.14 g mol⁻¹

Structure (XYZ):
```
17
C3H11N3 the ωB97M-V functional and the def2-TZVPD basis
H 1.580 -1.493 -0.851
H 2.847 -0.496 -0.676
H -0.447 0.623 1.490
N 1.829 -0.457 -0.720
H -2.721 -0.613 0.647
N -0.477 1.514 -0.441
C -0.176 0.381 0.430
H 1.788 0.934 0.895
H -2.225 0.607 -0.560
H 1.280 -0.710 1.361
C -0.885 -0.835 -0.103
C 1.302 0.007 0.538
H -0.916 -1.605 0.747
H 0.005 1.503 -1.320
N -2.306 -0.496 -0.326
H -0.370 -1.232 -1.046
H -0.106 2.368 -0.067
```

Here are the natural (NBO) charges for atoms 1 to 4, given in e: 0.358 0.363 0.188 -0.845

---

[2]
ORCA calculation (the ωB97M-V functional and the def2-TZVPD basis) on a 2-piece molecular cluster, C3H11N3 overall.

Results
HOMO-LUMO gap = 8.93 eV
E_LUMO = 0.395 eV
ΔE to the lowest compared entry with this formula, charge and spin = 94.82 kcal per mole
Molecular weight = 89.14 g mol⁻¹

Structure (XYZ):
```
17
C3H11N3 the ωB97M-V functional and the def2-TZVPD basis
C -1.542 -0.990 0.440
H -0.797 -0.745 1.346
H -2.676 -0.100 -0.723
H -2.549 -1.290 2.043
N 2.271 0.166 -0.840
N -1.841 0.143 -0.315
C 2.479 0.894 0.367
H 3.414 1.592 0.602
C 2.082 0.858 -1.937
H 2.814 0.699 -2.786
H -2.960 -2.482 0.988
H -2.208 0.813 0.355
H -1.131 -1.713 -0.266
H 1.450 1.731 -2.082
H 2.407 0.225 1.245
H 1.640 1.667 0.536
N -2.854 -1.468 1.027
```

Here are the natural (NBO) charges for atoms 1 to 4, given in e: -0.052 0.156 0.353 0.352

---

[3]
ORCA calculation (the ωB97M-V functional and the def2-TZVPD basis) on a 2-piece molecular cluster, C3H11N3 overall.

Results
HOMO-LUMO gap = 9.41 eV
E_LUMO = 1.016 eV
ΔE to the lowest compared entry with this formula, charge and spin = 40.82 kcal per mole
Molecular weight = 89.14 g mol⁻¹

Structure (XYZ):
```
17
C3H11N3 the ωB97M-V functional and the def2-TZVPD basis
H -0.904 0.064 -0.110
H -1.687 2.796 -0.216
H -1.270 0.112 1.601
N -1.546 0.162 0.647
N 3.463 -1.306 -1.018
H 1.861 -0.544 0.830
H -1.913 2.628 1.416
N -2.327 2.508 0.504
H 3.965 -1.276 -0.142
C 1.311 -1.199 0.163
C -2.638 1.067 0.369
H -2.939 0.965 -0.677
H 1.718 -2.149 -1.689
H 4.001 -1.671 -1.773
H -3.509 0.902 0.998
C 2.110 -1.556 -0.863
H 0.303 -1.502 -0.041
```

Here are the natural (NBO) charges for atoms 1 to 4, given in e: 0.379 0.348 0.372 -0.883

---

[4]
ORCA calculation (the ωB97M-V functional and the def2-TZVPD basis) on a 2-piece molecular cluster, C3H11N3O overall.

Results
HOMO-LUMO gap = 9.97 eV
E_LUMO = 0.920 eV
ΔE to the lowest compared entry with this formula, charge and spin = 83.19 kcal per mole
Molecular weight = 105.14 g mol⁻¹

Structure (XYZ):
```
18
C3H11N3O the ωB97M-V functional and the def2-TZVPD basis
H 0.769 -1.481 2.944
H -2.241 -0.984 -0.306
O 0.643 -0.942 1.039
N 1.392 0.384 2.839
H -0.372 -0.603 0.970
H -0.321 -0.222 -3.141
H 0.506 0.898 2.819
H 2.084 0.909 2.320
N -1.678 -0.149 -0.147
H -1.314 -1.507 -2.411
H 0.379 -1.313 -1.947
C -0.529 -0.777 -2.229
C -0.083 1.400 -0.997
H 0.975 1.156 -0.946
N 1.293 -0.895 2.294
H -0.243 2.018 -1.884
H -0.370 1.962 -0.112
C -0.889 0.146 -1.105
```

Here are the natural (NBO) charges for atoms 1 to 4, given in e: 0.321 0.346 -0.659 -0.664

---

[5]
ORCA calculation (the ωB97M-V functional and the def2-TZVPD basis) on a 2-piece molecular cluster, C3H11N3O overall.

Results
HOMO-LUMO gap (alpha / beta) = 10.07 / 10.07 eV
E_LUMO (alpha / beta) = -10.499 / -10.500 eV
ΔE to the lowest compared entry with this formula, charge and spin = 133.75 kcal per mole
Molecular weight = 105.14 g mol⁻¹
Charge = +2

Structure (XYZ):
```
18
C3H11N3O the ωB97M-V functional and the def2-TZVPD basis
H -2.497 0.315 1.778
H 1.742 -1.240 -1.421
C -0.893 -0.291 -0.041
H 1.067 -1.169 1.423
H -1.442 -1.454 -1.590
H 0.103 1.253 -1.914
C 0.654 1.213 -0.972
H -2.689 -1.095 -0.425
N -1.714 -0.960 -0.721
O 0.782 -1.130 -1.269
N -1.495 0.192 1.899
C 1.332 -0.263 0.874
H 2.384 -0.322 0.584
N 0.496 -0.126 -0.340
H 0.302 2.005 -0.313
H 1.711 1.388 -1.190
H 1.211 0.597 1.531
H -1.054 1.088 2.108
```

Here are the natural (NBO) charges for atoms 1 to 4, given in e: 0.388 0.540 0.684 0.279

---

[6]
ORCA calculation (the ωB97M-V functional and the def2-TZVPD basis) on a 3-piece molecular cluster, C3H11N3O2 overall.

Results
HOMO-LUMO gap (alpha / beta) = 8.09 / 8.06 eV
E_LUMO (alpha / beta) = 0.034 / -0.011 eV
ΔE to the lowest compared entry with this formula, charge and spin = 201.32 kcal per mole
Molecular weight = 121.14 g mol⁻¹

Structure (XYZ):
```
19
C3H11N3O2 the ωB97M-V functional and the def2-TZVPD basis
N -0.306 -0.208 1.198
O -0.365 -1.427 1.181
H 1.339 -1.519 -0.574
H -2.144 -1.074 -1.832
N -2.191 0.072 -0.283
H 0.503 2.456 0.666
H 2.471 -0.711 0.520
C 0.902 0.550 -0.239
C 1.871 -0.583 -0.381
H -1.945 -1.746 0.478
H 2.539 -0.413 -1.232
O -1.720 -0.236 -1.580
H -0.655 0.311 0.167
H 1.805 1.535 1.446
H 0.409 0.773 -1.188
N -2.715 -1.068 0.214
H 2.082 2.335 -0.110
C 1.346 1.785 0.488
H -3.226 -0.832 1.060
```

Here are the natural (NBO) charges for atoms 1 to 4, given in e: -0.097 -0.404 0.232 0.471

---

[7]
ORCA calculation (the ωB97M-V functional and the def2-TZVPD basis) on a 2-piece molecular cluster, C3H11N3OP overall.

Results
HOMO-LUMO gap (alpha / beta) = 6.80 / 6.80 eV
E_LUMO (alpha / beta) = -5.951 / -5.952 eV
ΔE to the lowest compared entry with this formula, charge and spin = 43.85 kcal per mole
Molecular weight = 136.12 g mol⁻¹
Charge = +1

Structure (XYZ):
```
19
C3H11N3OP the ωB97M-V functional and the def2-TZVPD basis
H 1.426 0.920 -1.605
H 0.741 -1.264 -0.992
H -2.240 1.317 1.234
H -0.151 -2.586 -0.441
C 1.619 1.306 -0.620
O 3.099 -0.801 -0.155
H -2.611 1.416 -0.508
H 3.360 1.162 1.120
H -2.910 -0.816 0.639
H 1.216 2.276 -0.392
C -0.975 -0.779 -0.033
N -2.150 -1.369 0.281
P 2.309 0.368 0.635
H -1.365 2.448 0.201
H 3.364 -1.576 0.354
C -1.811 1.457 0.235
N -0.790 0.495 -0.043
N 0.077 -1.610 -0.318
H -2.207 -2.364 0.406
```

Here are the natural (NBO) charges for atoms 1 to 4, given in e: 0.251 0.396 0.196 0.398

---

[8]
ORCA calculation (the ωB97M-V functional and the def2-TZVPD basis) on a 2-piece molecular cluster, C3H11N4 overall.

Results
HOMO-LUMO gap = 7.41 eV
E_LUMO = -5.394 eV
ΔE to the lowest compared entry with this formula, charge and spin = 89.59 kcal per mole
Molecular weight = 103.15 g mol⁻¹
Charge = +1

Structure (XYZ):
```
18
C3H11N4 the ωB97M-V functional and the def2-TZVPD basis
C -2.243 -0.184 -0.493
H 3.029 -0.075 -0.565
C -1.238 0.827 0.022
H -1.542 1.896 0.044
N 2.103 -0.272 -0.867
N 0.748 1.836 0.791
H -1.813 -0.955 -0.960
H 0.611 -2.388 1.122
H 1.626 0.570 -1.001
N 0.716 -0.423 0.785
C 0.021 0.708 0.494
H 2.033 -0.983 -1.611
H -2.655 0.353 -1.367
H -3.035 -0.452 0.246
H -0.800 -1.636 0.389
N 0.142 -1.559 0.768
H 0.325 2.719 0.698
H 1.443 1.753 1.515
```

Here are the natural (NBO) charges for atoms 1 to 4, given in e: -0.684 0.397 -0.108 0.223

---

[9]
ORCA calculation (the ωB97M-V functional and the def2-TZVPD basis) on a 2-piece molecular cluster, C3H11N4 overall.

Results
HOMO-LUMO gap = 10.07 eV
E_LUMO = -2.733 eV
ΔE to the lowest compared entry with this formula, charge and spin = 32.86 kcal per mole
Molecular weight = 103.15 g mol⁻¹
Charge = +1

Structure (XYZ):
```
18
C3H11N4 the ωB97M-V functional and the def2-TZVPD basis
H -0.597 1.885 1.732
H -0.323 -0.539 1.254
H -1.264 1.361 -1.249
N -1.850 3.177 -0.386
H -2.824 3.134 -0.660
C -1.210 1.949 -0.338
H -0.015 -2.583 -1.878
H 0.048 -0.338 -0.290
C -0.615 1.445 0.747
H 1.077 0.205 0.853
H 1.676 -3.539 -0.644
H 2.831 -1.763 0.524
C 1.251 -2.554 -0.440
N 0.328 -2.019 -1.109
N 0.085 0.157 0.630
H -1.753 3.648 0.507
H 1.903 -2.580 1.465
N 1.832 -1.902 0.701
```

Here are the natural (NBO) charges for atoms 1 to 4, given in e: 0.224 0.429 0.204 -0.774

---

[10]
ORCA calculation (the ωB97M-V functional and the def2-TZVPD basis) on a 2-piece molecular cluster, C3H11N4 overall.

Results
HOMO-LUMO gap = 9.88 eV
E_LUMO = -3.308 eV
ΔE to the lowest compared entry with this formula, charge and spin = 12.59 kcal per mole
Molecular weight = 103.15 g mol⁻¹
Charge = +1

Structure (XYZ):
```
18
C3H11N4 the ωB97M-V functional and the def2-TZVPD basis
C -2.115 0.359 0.390
H -1.612 1.256 0.729
N 0.642 0.252 -1.401
H 2.135 0.436 -0.022
H 2.528 1.433 -2.785
N -1.197 -0.782 0.503
H -1.594 -1.639 0.133
H -2.391 0.491 -0.655
H -0.119 -2.231 3.120
H 3.610 1.477 -1.433
H -3.035 0.203 0.943
H -0.522 -0.136 2.387
H 0.318 0.415 -2.344
C -0.702 -1.040 1.797
C 1.829 0.644 -1.042
H 0.019 -0.195 -0.692
N -0.492 -2.213 2.175
N 2.697 1.268 -1.804
```

Here are the natural (NBO) charges for atoms 1 to 4, given in e: -0.426 0.204 -0.716 0.226

---

[11]
ORCA calculation (the ωB97M-V functional and the def2-TZVPD basis) on a 2-piece molecular cluster, C3H11N5 overall.

Results
HOMO-LUMO gap = 9.21 eV
E_LUMO = 0.939 eV
ΔE to the lowest compared entry with this formula, charge and spin = 76.67 kcal per mole
Molecular weight = 117.16 g mol⁻¹

Structure (XYZ):
```
19
C3H11N5 the ωB97M-V functional and the def2-TZVPD basis
H 3.041 -2.827 -0.786
H -2.804 -0.045 0.612
H 0.576 1.410 0.985
C 1.011 -1.609 0.399
C -0.511 1.455 0.995
H -0.959 0.272 -2.133
N -0.121 -1.983 0.651
H 4.078 -2.063 0.272
H 0.553 0.909 -1.417
N -1.040 0.577 -0.041
C -0.533 0.958 -1.407
H -0.890 -1.331 0.528
H -2.875 1.510 0.119
N 2.223 -1.499 0.487
H -0.800 2.504 0.835
N -2.460 0.598 -0.095
H -0.885 1.133 1.968
H -0.860 1.977 -1.651
N 3.258 -1.947 -0.319
```

Here are the natural (NBO) charges for atoms 1 to 4, given in e: 0.349 0.348 0.213 0.585

---

[12]
ORCA calculation (the ωB97M-V functional and the def2-TZVPD basis) on a 3-piece molecular cluster, C3H11NO overall.

Results
Spin multiplicity = 2
HOMO-LUMO gap (alpha / beta) = 6.50 / 5.94 eV
E_LUMO (alpha / beta) = 4.270 / 3.833 eV
ΔE to the lowest compared entry with this formula, charge and spin = 51.88 kcal per mole
Expectation value of S² = 0.756
Molecular weight = 77.13 g mol⁻¹
Charge = -1

Structure (XYZ):
```
16
C3H11NO the ωB97M-V functional and the def2-TZVPD basis
C 1.181 0.525 -1.664
C 0.166 0.838 -0.581
H -0.296 1.821 -0.702
O -0.717 -0.410 3.073
H 1.399 -0.546 -1.626
H -0.939 -0.717 -1.491
H 0.725 0.765 0.475
N -0.784 -1.244 0.587
H 0.687 0.685 -2.632
H -1.534 -0.687 3.496
H 0.021 -1.819 0.379
C -0.935 -0.286 -0.465
H 1.624 0.549 1.072
H 2.121 1.073 -1.643
H -1.917 0.193 -0.362
H -0.804 -0.740 2.084
```

Here are the natural (NBO) charges for atoms 1 to 4, given in e: -0.629 -0.354 0.172 -1.055